Record 1
ORCA calculation (ωB97M-V/def2-TZVPD) on C19H29ILiN3P as an isolated structure.

XYZ file:
```
54
C19H29ILiN3P | the OMol25 dataset | ωB97M-V/def2-TZVPD
I -4.915 3.781 0.051
P 2.378 -0.085 -0.116
N -0.796 3.042 -0.184
N -1.288 -1.545 0.217
N -1.178 1.758 -0.084
C 5.060 0.828 0.476
C -2.939 -4.371 1.438
C 2.616 -1.355 1.217
C -2.969 3.129 -0.040
C -2.772 -3.666 0.247
C 3.660 1.244 0.022
C -3.739 -5.498 1.446
C -1.942 -2.488 0.233
C -1.836 3.895 -0.161
C 2.353 -0.705 2.585
C -3.394 -4.079 -0.930
C -4.191 -5.209 -0.908
C 4.204 -1.225 -2.060
C 2.743 -0.911 -1.735
C 3.149 2.409 0.880
C 3.882 -2.212 1.243
C 1.854 -2.148 -1.909
C -4.364 -5.914 0.276
C -2.506 1.805 0.000
Li -0.129 0.053 0.092
H 4.826 -0.328 -2.076
H 3.017 2.109 1.922
H -4.679 -5.539 -1.816
H 5.066 0.556 1.533
H 5.465 -0.004 -0.094
H -4.991 -6.796 0.288
H 0.797 -1.933 -1.739
H 5.740 1.675 0.357
H 1.453 -0.086 2.594
H 4.013 -2.784 0.325
H -3.250 -3.519 -1.845
H -3.083 0.895 0.086
H 1.777 -2.033 1.018
H 4.261 -1.675 -3.055
H -2.447 -4.033 2.341
H -3.877 -6.053 2.364
H 2.232 -1.476 3.350
H 3.809 -2.929 2.066
H 3.861 3.238 0.862
H 3.189 -0.074 2.890
H 1.951 -2.540 -2.924
H 2.145 -2.947 -1.222
H 2.405 -0.157 -2.453
H 3.727 1.602 -1.009
H 4.644 -1.931 -1.355
H 4.780 -1.618 1.407
H -1.708 4.964 -0.235
H 2.192 2.786 0.517
H 0.180 3.265 -0.271
```

Output
relative energy (zero: lowest compared OMol25 entry of this formula, charge and spin): 0.081 eV
DFT total energy: -1552.0918 Eh
orbital gap: 8.9 eV
max |F|: 0.4 eV Å⁻¹
LUMO energy: -2.51 eV
2S+1: 1
charge: +1



Record 2
ORCA calculation (ωB97M-V/def2-TZVPD) on C42H37AlNO8 as an isolated structure.

XYZ file:
```
89
C42H37AlNO8 | the OMol25 dataset | ωB97M-V/def2-TZVPD
Al 2.248 -3.364 1.296
O 0.073 -1.645 0.369
O 0.065 -0.912 -1.566
O -2.357 5.753 0.914
O 2.235 3.473 -0.576
O -1.259 -1.453 -7.987
O -5.003 0.992 -5.071
O -0.119 -1.735 5.359
O -2.172 -1.910 6.166
N 0.815 -1.192 -0.670
C 4.257 -1.879 2.837
C 0.283 -4.033 4.365
C 1.574 -5.032 2.262
C 4.332 -1.383 5.302
C -3.526 -0.871 -7.775
C 4.181 -0.439 2.507
C 0.992 -1.740 1.519
C 1.010 8.192 0.481
C 0.891 -2.717 5.017
C -0.475 -0.417 -5.511
C 4.230 -2.911 1.687
C -1.304 5.226 0.601
C -1.778 -0.321 -5.994
C -4.153 0.411 -5.720
C -1.108 0.838 -3.555
C -1.005 -2.196 6.311
C -6.168 -0.846 -8.641
C -2.409 0.931 -4.029
C 1.195 3.985 -0.207
C 4.162 0.519 3.609
C 0.037 1.788 -0.201
C -2.274 1.596 0.450
C -5.185 -1.449 -9.420
C 2.219 7.589 0.143
C -4.507 -0.249 -7.003
C -2.341 2.970 0.638
C -1.218 3.759 0.410
C 1.496 -4.928 3.840
C 2.276 6.221 -0.078
C -0.137 7.423 0.616
C -2.751 0.342 -5.244
C 4.353 -2.371 4.222
C -1.088 1.004 0.022
C -5.830 -0.243 -7.438
C -0.615 -3.009 7.587
C -2.117 -0.922 -7.306
C -3.867 -1.462 -8.989
C -0.080 6.047 0.412
C 4.224 0.051 4.999
C -0.022 3.164 0.001
C 1.126 5.447 0.050
C -0.142 0.155 -4.292
H 1.590 -2.960 5.862
H 0.964 9.262 0.645
H -6.598 0.228 -6.836
H -0.455 -3.780 3.567
H 4.439 -3.455 4.478
H -1.132 -2.510 8.453
H 4.134 -0.119 1.439
H 0.552 -5.291 1.869
H -1.044 -0.058 -0.128
H 2.206 -3.717 -0.283
H 4.198 0.829 5.794
H 0.280 -0.942 -6.083
H 0.869 0.073 -3.914
H 1.520 -0.765 1.688
H -3.157 1.458 -3.449
H 4.852 -3.826 1.879
H 4.404 -1.701 6.367
H -0.846 1.292 -2.608
H -1.016 -4.045 7.457
H -7.200 -0.844 -8.974
H -5.449 -1.913 -10.363
H -3.149 0.983 0.634
H -1.074 7.894 0.885
H 2.474 -4.655 4.326
H 0.344 -1.905 2.428
H 0.485 -3.045 7.798
H 1.265 -5.973 4.219
H 1.528 -2.250 4.214
H 3.217 5.757 -0.347
H 3.117 8.190 0.049
H 4.071 1.613 3.380
H -3.105 -1.936 -9.596
H 4.647 -2.418 0.758
H 2.298 -5.863 2.012
H -3.269 3.424 0.968
H -0.185 -4.601 5.222
H 0.960 1.324 -0.528
```

Output
DFT total energy: -2521.7344 Eh
orbital gap: 5.7 eV
max |F|: 3.1 eV Å⁻¹
LUMO energy: 0.71 eV
2S+1: 1
charge: -1